[1]
The molecule C4H5NO. Source: the OMol25 dataset; level of theory: ωB97M-V with the def2-TZVPD basis set.

```
! RIJCOSX wB97M-V def2-TZVPD def2/J DEFGRID3
* xyz 0 1
C 0.61 -0.43 -1.53
C 0.19 -1.18 -0.51
C -0.27 -0.69 0.80
C -0.55 0.58 1.04
N -0.66 1.88 0.57
O -0.94 1.42 1.99
H 0.64 0.65 -1.47
H 0.93 -0.88 -2.46
H 0.19 -2.27 -0.62
H -0.40 -1.39 1.61
H 0.26 2.32 0.64
*
```

Output
largest force on an atom	0.0050	Eh/bohr
E	-7762.4988	eV
Kohn-Sham gap	9.68	eV
energy above the lowest of the compared OMol25 structures with the same formula, charge and spin	388.6	kJ/mol
SMILES string	C=C/C=C1\NO1

Charges computed using Mulliken, reported in e: -0.836 0.129 -0.619 0.751 -0.408 -0.349 0.194 0.247 0.279 0.325 0.289



[2]
The molecule CH5N3OS in a non-equilibrium geometry. Source: the OMol25 dataset; level of theory: ωB97M-V with the def2-TZVPD basis set.

```
! RIJCOSX wB97M-V def2-TZVPD def2/J DEFGRID3
* xyz 0 1
H 1.40 1.73 -0.04
N 0.45 1.41 -0.18
C 0.40 0.14 -0.06
N 1.57 -0.72 -0.04
O 2.78 -0.03 0.16
N -0.73 -0.63 -0.19
S -2.30 0.01 0.04
H 1.76 -1.04 -1.03
H 3.06 -0.27 1.07
H -0.74 -1.59 -0.05
H -2.38 0.01 1.44
*
```

Output
largest force on an atom	0.0457	Eh/bohr
E	-18468.7011	eV
Kohn-Sham gap	9.99	eV
energy above the lowest of the compared OMol25 structures with the same formula, charge and spin	167.3	kJ/mol
SMILES string	[H]/N=C(\NO)NS

Charges computed using Mulliken, reported in e: 0.280 -0.621 0.511 -0.262 -0.450 -0.349 -0.149 0.264 0.347 0.294 0.135



[3]
A structure of composition C4H4BeO3 in a non-equilibrium geometry. Source: the OMol25 dataset; level of theory: ωB97M-V with the def2-TZVPD basis set.

```
! RIJCOSX wB97M-V def2-TZVPD def2/J DEFGRID3
* xyz 1 2
O -2.63 -0.54 1.09
C -1.45 -0.90 0.77
O -0.79 0.28 0.27
O -0.87 -1.95 0.84
Be -1.93 1.04 0.46
C 0.53 0.18 -0.27
C 0.65 0.01 -1.63
C 1.45 0.54 0.69
H -0.24 -0.16 -2.24
H 1.62 0.13 -2.10
H 1.24 0.45 1.75
H 2.42 0.92 0.37
*
```

Output
largest force on an atom	0.1173	Eh/bohr
E	-10746.3095	eV
Kohn-Sham gap (spin up / spin down)	5.34 / 8.19	eV

Charges computed using Mulliken, reported in e: -0.399 0.641 0.128 -0.368 0.435 1.309 -0.935 -0.977 0.271 0.293 0.291 0.311



[4]
The molecule C2H3N3OS2 in a non-equilibrium geometry. Source: the OMol25 dataset; level of theory: ωB97M-V with the def2-TZVPD basis set.

```
! RIJCOSX wB97M-V def2-TZVPD def2/J DEFGRID3
* xyz 0 1
H -0.31 -2.82 1.33
N 0.40 -2.42 0.66
C 0.28 -1.15 0.52
O -0.80 -0.48 1.00
C -0.79 0.84 0.53
S -1.90 1.97 0.85
N 0.32 0.92 -0.30
N 1.01 -0.35 -0.25
S 1.51 -0.64 -1.78
H 0.93 1.69 -0.22
H 2.83 -1.51 -1.36
*
```

Output
largest force on an atom	0.1062	Eh/bohr
E	-30308.0325	eV
Kohn-Sham gap	9.12	eV
energy above the lowest of the compared OMol25 structures with the same formula, charge and spin	204.4	kJ/mol
SMILES string	[H]/N=c1\oc(=S)[nH]n1S

Charges computed using Mulliken, reported in e: 0.275 -0.685 0.571 -0.273 0.228 -0.322 -0.268 0.190 -0.169 0.258 0.196



[5]
A structure of composition C38H35Cl2CrN3O5P in a non-equilibrium geometry. Source: the OMol25 dataset; level of theory: ωB97M-V with the def2-TZVPD basis set.

```
! RIJCOSX wB97M-V def2-TZVPD def2/J DEFGRID3
* xyz -1 5
Cr 0.45 1.19 0.50
Cl 1.65 1.27 2.61
C 1.10 0.44 3.98
Cl -1.13 -1.62 2.36
H 0.55 1.03 4.70
H 0.90 -0.62 3.86
O 4.39 1.28 -0.30
C 3.44 0.52 -0.43
O 2.22 0.78 -0.20
C 3.66 -0.91 -0.89
C 4.82 -1.21 -1.60
C 5.06 -2.49 -2.05
C 4.16 -3.51 -1.75
C 3.01 -3.22 -1.03
C 2.73 -1.92 -0.61
P 1.14 -1.63 0.35
C 0.01 -2.40 -0.90
C 0.25 -2.03 -2.23
C -0.61 -2.44 -3.25
C -1.72 -3.21 -2.95
C -1.98 -3.55 -1.63
C -1.13 -3.14 -0.61
C 1.58 -2.88 1.63
C 0.95 -4.09 1.91
C 1.38 -4.88 2.96
C 2.45 -4.49 3.75
C 3.10 -3.30 3.47
C 2.67 -2.50 2.42
H 5.52 -0.41 -1.79
H 5.96 -2.71 -2.62
H 4.35 -4.52 -2.09
H 2.32 -4.02 -0.80
H 1.09 -1.40 -2.48
H -0.41 -2.15 -4.27
H -2.39 -3.54 -3.74
H -2.86 -4.15 -1.39
H -1.38 -3.36 0.41
H 0.10 -4.40 1.32
H 0.87 -5.82 3.17
H 2.77 -5.10 4.58
H 3.94 -2.98 4.08
H 3.17 -1.56 2.22
C -4.35 -0.38 2.35
N -3.46 0.74 2.13
C -2.91 1.49 3.24
C -1.63 2.05 2.64
O -0.88 2.79 3.23
N -1.47 1.52 1.37
C -2.52 0.71 1.16
N -2.76 0.12 -0.01
H -4.83 -0.26 3.32
H -3.78 -1.32 2.36
H -5.12 -0.42 1.58
H -2.66 0.84 4.08
H -3.59 2.28 3.56
H -1.95 0.17 -0.64
H -3.24 -0.77 0.02
O 1.11 1.34 -2.74
C -0.06 1.15 -2.46
O -0.54 1.03 -1.25
C -1.07 1.09 -3.59
C -2.38 0.64 -3.42
C -3.27 0.68 -4.48
C -2.88 1.16 -5.72
C -1.57 1.59 -5.90
C -0.67 1.55 -4.84
H -2.71 0.26 -2.47
H -4.29 0.34 -4.33
H -3.58 1.21 -6.54
H -1.24 1.96 -6.86
H 0.35 1.86 -4.96
C 0.99 3.21 0.12
C 0.35 4.28 0.91
C 1.01 4.92 1.96
C 0.41 5.96 2.66
C -0.87 6.38 2.33
C -1.55 5.75 1.29
C -0.95 4.71 0.60
H 2.07 3.21 0.23
H 0.73 3.28 -0.93
H 2.01 4.60 2.22
H 0.95 6.45 3.46
H -1.33 7.20 2.86
H -2.55 6.07 1.03
H -1.48 4.21 -0.20
*
```

Output
largest force on an atom	0.0268	Eh/bohr
E	-117441.7349	eV
Kohn-Sham gap (spin up / spin down)	7.41 / 6.98	eV

Charges computed using Mulliken, reported in e: 0.185 0.093 -0.804 -0.388 0.365 0.309 -0.788 -0.446 0.134 0.552 -0.679 -0.574 -0.734 -0.448 0.167 1.192 0.680 -0.601 -0.572 -0.749 -1.029 -0.566 1.223 -0.009 -0.660 -0.584 -0.768 -1.043 0.487 0.375 0.416 0.346 0.314 0.422 0.406 0.403 0.463 0.146 0.407 0.354 0.410 0.360 -1.126 0.179 -0.393 -0.171 -0.569 1.494 -0.625 0.166 0.429 0.325 0.314 0.337 0.306 -0.433 0.377 -0.625 -0.552 0.779 0.430 0.152 -1.035 -0.397 -0.641 -0.637 0.605 0.404 0.393 0.401 0.474 -1.753 0.725 -0.172 -0.698 -0.408 -0.766 -0.156 0.678 0.521 0.372 0.358 0.369 0.376 0.430



[6]
A cluster of 2 separate species, C5H15N3 in total in a non-equilibrium geometry. Source: the OMol25 dataset; level of theory: ωB97M-V with the def2-TZVPD basis set.

```
! RIJCOSX wB97M-V def2-TZVPD def2/J DEFGRID3
* xyz 2 1
C 0.44 1.59 -2.99
C 0.17 1.08 -0.67
C -1.46 0.51 1.42
C -0.21 -1.70 1.93
C -0.65 -0.77 0.88
N 0.48 0.78 -2.01
N 1.34 -0.98 -0.51
N 0.45 -0.12 0.11
H 0.06 2.62 -2.89
H 0.85 1.41 -3.95
H 0.80 1.98 -0.33
H -0.94 1.38 -0.59
H -0.71 1.34 1.59
H -2.05 0.85 0.56
H -2.03 0.25 2.28
H 0.12 -1.28 2.87
H 0.46 -2.58 1.66
H -1.13 -2.34 2.19
H -1.31 -1.34 0.10
H 1.00 -0.13 -2.26
H 0.93 -1.96 -0.45
H 2.27 -1.01 -0.17
H 1.12 0.41 1.24
*
```

Output
largest force on an atom	0.1553	Eh/bohr
E	-9876.7888	eV
Kohn-Sham gap	10.53	eV
energy above the lowest of the compared OMol25 structures with the same formula, charge and spin	653.3	kJ/mol

Charges computed using Mulliken, reported in e: -0.110 -0.367 -1.153 -1.228 0.120 -0.011 -0.686 0.198 0.309 0.288 0.351 0.274 0.301 0.423 0.417 0.395 0.366 0.396 0.247 0.382 0.301 0.217 0.571



[7]
A structure of composition C4H4ClN3 in a non-equilibrium geometry. Source: the OMol25 dataset; level of theory: ωB97M-V with the def2-TZVPD basis set.

```
! RIJCOSX wB97M-V def2-TZVPD def2/J DEFGRID3
* xyz 0 1
C 1.39 -0.30 0.81
C 0.29 -0.35 -1.12
C 0.21 0.06 0.19
C -1.55 0.85 0.80
N 2.18 -0.89 -0.08
N -2.54 0.57 0.14
N 1.51 -0.91 -1.23
Cl -1.29 1.80 2.20
H 1.71 -0.17 1.82
H -0.40 -0.27 -1.93
H -3.44 0.95 0.44
H 1.92 -1.34 -2.04
*
```

Output
largest force on an atom	0.1055	Eh/bohr
E	-21202.8600	eV
Kohn-Sham gap	10.27	eV
energy above the lowest of the compared OMol25 structures with the same formula, charge and spin	314.1	kJ/mol

Charges computed using Mulliken, reported in e: -0.427 -0.535 0.340 0.369 -0.763 -0.465 0.267 -0.147 0.443 0.445 0.270 0.203



[8]
A cluster of 2 separate species, H2 in total. Source: the OMol25 dataset; level of theory: ωB97M-V with the def2-TZVPD basis set.

```
! RIJCOSX wB97M-V def2-TZVPD def2/J DEFGRID3
* xyz -1 2
H -0.64 -0.63 0.80
H 0.64 0.63 -0.80
*
```

Output
largest force on an atom	0.0074	Eh/bohr
E	-27.8330	eV
Kohn-Sham gap (spin up / spin down)	11.76 / 6.44	eV
energy above the lowest of the compared OMol25 structures with the same formula, charge and spin	97.8	kJ/mol

Charges computed using Mulliken, reported in e: -0.500 -0.500



[9]
A cluster of 8 separate species, C16H32Cl16 in total in a non-equilibrium geometry. Source: the OMol25 dataset; level of theory: ωB97M-V with the def2-TZVPD basis set.

```
! RIJCOSX wB97M-V def2-TZVPD def2/J DEFGRID3
* xyz 0 1
Cl 4.64 -3.49 4.59
C 3.76 -2.45 3.45
C 4.26 -1.03 3.28
Cl 3.38 -0.29 1.93
H 2.74 -2.44 3.83
H 3.75 -3.06 2.55
H 5.29 -1.04 2.92
H 4.11 -0.45 4.19
Cl 0.27 3.19 -0.35
C 0.63 1.51 0.04
C -0.28 0.75 1.00
Cl -2.01 0.59 0.42
H 1.63 1.49 0.49
H 0.62 0.85 -0.83
H -0.23 1.19 2.00
H 0.07 -0.28 1.10
Cl 1.49 -3.58 -3.43
C 2.59 -4.10 -2.08
C 2.86 -2.88 -1.10
Cl 1.26 -2.47 -0.49
H 3.48 -4.43 -2.63
H 2.09 -4.92 -1.56
H 3.29 -1.99 -1.58
H 3.43 -3.14 -0.21
Cl -5.52 0.39 -2.64
C -5.35 1.13 -1.05
C -6.72 1.69 -0.56
Cl -7.83 0.37 -0.05
H -4.62 1.92 -1.21
H -4.87 0.38 -0.41
H -7.20 2.33 -1.31
H -6.53 2.34 0.29
Cl -2.78 2.13 -3.18
C -1.15 2.52 -3.72
C -1.23 3.68 -4.73
Cl -2.34 3.31 -6.09
H -0.63 1.66 -4.14
H -0.60 2.83 -2.84
H -0.24 3.98 -5.07
H -1.68 4.54 -4.22
Cl 2.17 0.38 -3.11
C 2.67 -0.32 -4.62
C 2.69 0.68 -5.76
Cl 1.05 1.17 -6.28
H 1.94 -1.09 -4.89
H 3.66 -0.76 -4.55
H 3.13 0.22 -6.64
H 3.22 1.60 -5.52
Cl -1.19 1.06 4.98
C -0.11 2.12 5.93
C -0.07 3.45 5.22
Cl 0.50 3.36 3.55
H 0.87 1.65 5.99
H -0.46 2.12 6.96
H 0.58 4.15 5.73
H -1.02 3.98 5.17
Cl -3.31 -4.70 2.61
C -1.66 -4.03 2.35
C -1.67 -2.58 2.94
Cl 0.00 -1.96 3.03
H -1.37 -4.16 1.31
H -1.03 -4.68 2.97
H -2.26 -2.44 3.85
H -2.14 -1.96 2.18
*
```

Output
largest force on an atom	0.0407	Eh/bohr
E	-217471.0696	eV
Kohn-Sham gap	10.14	eV
energy above the lowest of the compared OMol25 structures with the same formula, charge and spin	117.0	kJ/mol
SMILES string	ClCCCl.ClCCCl.ClCCCl.ClCCCl.ClCCCl.ClCCCl.ClCCCl.ClCCCl

Charges computed using Mulliken, reported in e: -0.212 0.002 -0.467 -0.075 0.072 0.051 0.314 0.302 -0.271 0.088 0.704 -0.134 0.093 0.085 -0.147 -0.441 -0.179 -0.533 -0.310 -0.071 0.339 0.355 0.212 0.196 -0.185 -0.281 -0.429 -0.198 0.238 0.199 0.332 0.309 -0.102 0.296 -0.602 -0.192 0.058 -0.239 0.361 0.426 -0.085 -0.478 -0.561 -0.171 0.223 0.390 0.377 0.319 -0.150 -0.436 -0.528 -0.120 0.219 0.352 0.340 0.305 -0.222 -0.336 -0.486 -0.049 0.256 0.303 0.409 0.163



[10]
A structure of composition C4H9N in a non-equilibrium geometry. Source: the OMol25 dataset; level of theory: ωB97M-V with the def2-TZVPD basis set.

```
! RIJCOSX wB97M-V def2-TZVPD def2/J DEFGRID3
* xyz 0 1
C -1.30 -1.32 0.03
C -0.39 -0.62 -0.78
C -0.64 -1.58 -1.77
C 1.25 1.89 1.71
N 0.00 0.60 -0.67
H -2.37 -1.30 0.18
H 1.95 1.05 1.68
H -0.81 -2.20 0.47
H -0.48 -2.64 -1.59
H -0.58 -1.30 -2.82
H 0.59 1.84 0.85
H 0.64 1.79 2.62
H 1.79 2.83 1.66
H 0.36 0.96 -1.56
*
```

Output
largest force on an atom	0.0626	Eh/bohr
E	-5779.9429	eV
Kohn-Sham gap	9.06	eV
energy above the lowest of the compared OMol25 structures with the same formula, charge and spin	373.3	kJ/mol

Charges computed using Mulliken, reported in e: -0.578 0.640 -0.888 -0.908 -0.533 0.290 0.192 0.277 0.254 0.313 0.246 0.231 0.287 0.175



[11]
A cluster of 2 separate species, C4H14N3O in total in a non-equilibrium geometry. Source: the OMol25 dataset; level of theory: ωB97M-V with the def2-TZVPD basis set.

```
! RIJCOSX wB97M-V def2-TZVPD def2/J DEFGRID3
* xyz 1 1
C -0.45 -1.70 -0.50
C 0.29 -0.34 -0.46
C 1.29 -0.20 0.58
C 2.20 -1.09 1.14
N 3.34 -0.54 1.83
N 1.57 1.18 0.91
N -1.92 -1.39 -0.36
H -0.27 -2.33 0.36
H -0.35 -2.29 -1.25
H -0.45 0.46 -0.60
H 0.73 -0.15 -1.42
H 2.08 -2.22 0.87
H 3.94 0.08 1.34
H 2.97 -0.15 2.62
H 3.98 -1.34 2.17
H 1.14 2.04 0.35
H 1.09 1.51 1.78
H -2.37 -0.92 -1.11
H -2.37 -2.10 0.13
H -5.62 2.72 -3.26
H -5.46 3.39 -1.87
O -4.99 3.31 -2.66
*
```

Output
largest force on an atom	0.1371	Eh/bohr
E	-10883.2948	eV
Kohn-Sham gap	8.49	eV
energy above the lowest of the compared OMol25 structures with the same formula, charge and spin	469.5	kJ/mol

Charges computed using Mulliken, reported in e: -0.700 -0.498 0.457 -0.691 -0.189 -0.735 -0.568 0.392 0.448 0.360 0.430 0.289 0.334 0.354 0.390 0.349 0.251 0.169 0.158 0.340 0.314 -0.654



[12]
The molecule C4H3NO2. Source: the OMol25 dataset; level of theory: ωB97M-V with the def2-TZVPD basis set.

```
! RIJCOSX wB97M-V def2-TZVPD def2/J DEFGRID3
* xyz 0 1
O 0.33 1.98 1.61
C -0.66 1.73 0.96
C -0.89 0.43 0.32
C 0.07 -0.47 0.39
N 0.91 -1.34 0.31
C 1.15 -1.59 -1.09
O 0.62 -2.51 -1.62
H -1.48 2.46 0.86
H -1.82 0.15 -0.16
H 1.78 -0.84 -1.59
*
```

Output
largest force on an atom	0.0158	Eh/bohr
E	-9779.2198	eV
Kohn-Sham gap	9.89	eV
energy above the lowest of the compared OMol25 structures with the same formula, charge and spin	238.0	kJ/mol
SMILES string	O=CC=C=NC=O

Charges computed using Mulliken, reported in e: -0.501 0.050 -0.625 0.569 -0.311 0.160 -0.403 0.323 0.364 0.374